Below is a single C4H8O2 molecule in a non-equilibrium geometry, with properties calculated with ωB97M-V/def2-TZVPD.

The calculation puts the energy relative to the best compared isomer or geometry (same formula, charge and spin) at 25.2 kcal per mole. The SMILES is CC(=O)[C@@H](C)O. As for the net charge: 0. For the lowest unoccupied orbital energy, the calculation gives 0.9 eV. Its HOMO energy is -10.2 eV. The total energy comes out at -8372.19075 eV. Its frontier orbital gap is 11.1 eV.

```
14
Properties=species:S:1:pos:R:3:forces:R:3
O -0.5388 -0.3514 -1.9130 -0.6 0.2 0.0
O -1.3186 1.5931 -0.4544 -0.2 0.0 0.0
C -0.7146 0.5504 0.2536 0.1 -0.3 0.1
C 0.6425 -1.6658 -0.4385 -0.4 -0.1 0.6
C 0.4115 1.1021 1.1310 0.0 -0.1 0.0
C -0.2711 -0.5144 -0.7391 0.0 0.2 -0.2
H 1.2178 1.5261 0.5241 -0.1 -0.1 0.0
H 0.8252 0.3355 1.7935 -0.1 0.1 -0.1
H 0.2274 -2.6291 -0.7240 -0.5 0.1 0.1
H -0.0001 1.9053 1.7503 0.1 -0.2 -0.1
H 1.0686 -1.7625 0.5794 0.1 0.4 -0.8
H 1.2563 -1.4099 -1.2840 1.7 -0.6 0.3
H -1.3650 1.2880 -1.3798 0.0 0.1 0.1
H -1.4412 0.0324 0.9009 -0.1 0.1 0.1
```
Positions in Å, forces in eV/Å.


Below is 2 unconnected molecules or ions with the total composition C4H8O2 in a non-equilibrium geometry, with properties calculated with ωB97M-V/def2-TZVPD.

The calculation puts the energy relative to the best compared isomer or geometry (same formula, charge and spin) at 75.0 kcal per mole. The SMILES is C=CC(=C)O.O. As for the net charge: 0. For the lowest unoccupied orbital energy, the calculation gives 0.5 eV. Its HOMO energy is -8.4 eV. The total energy comes out at -8370.02766 eV. Its frontier orbital gap is 8.9 eV.

```
14
Properties=species:S:1:pos:R:3:forces:R:3
O 0.2390 -0.1409 -2.6820 2.9 -1.0 -1.8
O 0.7238 -0.9207 0.1492 2.8 -1.6 -1.5
C -1.0093 0.5100 0.6231 -1.2 0.5 0.7
C 0.6120 -0.0892 2.3713 -2.4 2.4 -0.6
C 0.2035 -0.1583 1.1117 -0.2 -0.5 0.3
C -1.2171 0.9581 -0.5889 6.1 -2.0 -1.3
H 1.6844 -1.2539 0.2399 -2.4 1.1 0.5
H 1.1382 0.2976 -2.7107 -1.5 -0.2 0.2
H -1.8261 0.6647 1.2904 -0.2 0.0 1.1
H -0.3245 0.7522 -1.3091 -2.3 0.7 1.6
H 1.4680 -0.4563 2.7898 2.0 -1.2 0.8
H 0.5251 -1.0172 -3.0463 -0.8 0.8 0.4
H -1.9544 1.4958 -0.9924 -3.2 1.8 -0.9
H 0.0522 0.6864 2.8975 0.3 -0.5 0.4
```
Positions in Å, forces in eV/Å.


Among the records above, which one has the highest energy relative to the best compared isomer or geometry (same formula, charge and spin)?
number 2


Look up the net charge of the second one.
0


What did the first record say?
Below is a single C4H8O2 molecule in a non-equilibrium geometry, with properties calculated with ωB97M-V/def2-TZVPD.

The calculation puts the energy relative to the best compared isomer or geometry (same formula, charge and spin) at 25.2 kcal per mole. The SMILES is CC(=O)[C@@H](C)O. As for the net charge: 0. For the lowest unoccupied orbital energy, the calculation gives 0.9 eV. Its HOMO energy is -10.2 eV. The total energy comes out at -8372.19075 eV. Its frontier orbital gap is 11.1 eV.

```
14
Properties=species:S:1:pos:R:3:forces:R:3
O -0.5388 -0.3514 -1.9130 -0.6 0.2 0.0
O -1.3186 1.5931 -0.4544 -0.2 0.0 0.0
C -0.7146 0.5504 0.2536 0.1 -0.3 0.1
C 0.6425 -1.6658 -0.4385 -0.4 -0.1 0.6
C 0.4115 1.1021 1.1310 0.0 -0.1 0.0
C -0.2711 -0.5144 -0.7391 0.0 0.2 -0.2
H 1.2178 1.5261 0.5241 -0.1 -0.1 0.0
H 0.8252 0.3355 1.7935 -0.1 0.1 -0.1
H 0.2274 -2.6291 -0.7240 -0.5 0.1 0.1
H -0.0001 1.9053 1.7503 0.1 -0.2 -0.1
H 1.0686 -1.7625 0.5794 0.1 0.4 -0.8
H 1.2563 -1.4099 -1.2840 1.7 -0.6 0.3
H -1.3650 1.2880 -1.3798 0.0 0.1 0.1
H -1.4412 0.0324 0.9009 -0.1 0.1 0.1
```
Positions in Å, forces in eV/Å.